one.
20
Properties=species:S:1:pos:R:3:mulliken_charge:R:1 method="wB97M-V/def2-TZVPD" orbital_gap_ev=11.9 charge=0 smiles=CCCCC.O
O 2.470 1.860 -0.190 -0.634
C -2.788 0.401 -0.218 -1.277
C 0.802 -0.659 0.497 -0.471
C -0.349 -0.354 -0.396 -0.396
C 1.817 -1.444 -0.204 -0.923
C -1.429 0.415 0.393 -0.336
H -3.260 -0.552 -0.450 0.347
H -1.162 1.480 0.462 0.172
H 2.639 -1.853 0.641 0.231
H 1.449 -2.287 -0.968 0.347
H 0.303 -0.998 1.547 0.284
H 1.712 2.383 0.124 0.333
H 1.288 0.266 0.852 0.138
H 2.420 1.084 0.250 0.328
H -3.467 1.108 0.263 0.335
H 0.019 0.271 -1.145 0.326
H 2.345 -0.570 -0.863 0.238
H -1.492 -0.001 1.377 0.386
H -2.566 0.818 -1.249 0.278
H -0.752 -1.366 -0.722 0.294


two.
20
Properties=species:S:1:pos:R:3:mulliken_charge:R:1 method="wB97M-V/def2-TZVPD" orbital_gap_ev=10.8 charge=0 smiles=CC(C)O.CC
O -0.959 -2.141 -2.702 -0.512
C 1.445 2.189 1.507 -0.584
C 0.053 -0.201 -1.881 -0.929
C -1.446 -1.725 -0.346 -1.325
C -1.087 -1.153 -1.655 0.719
C 1.132 1.280 2.663 -0.959
H 0.603 1.470 3.533 0.412
H -2.599 -1.858 -0.234 0.287
H -1.199 -2.655 0.065 0.431
H -1.098 -1.091 0.400 0.315
H 0.668 2.928 1.402 0.254
H -2.057 -0.354 -1.956 0.074
H -0.229 0.609 -2.677 0.284
H 1.062 0.277 2.363 0.256
H -1.571 -2.774 -2.666 0.258
H 2.354 2.799 1.682 0.299
H 0.321 0.549 -0.984 0.037
H 1.541 1.656 0.528 0.078
H 0.882 -0.820 -2.035 0.356
H 2.185 1.014 2.994 0.248


Most stable pick: one. Distance to second place: 0.0386 hartree.


one.
19
Properties=species:S:1:pos:R:3:mulliken_charge:R:1 method="wB97M-V/def2-TZVPD" orbital_gap_ev=9.7 charge=0 smiles="C=C(O)CCCC"
O -1.908 -0.838 -1.289 -0.471
C -0.940 0.116 -1.185 0.583
C 1.018 0.806 1.449 -1.002
C -1.213 1.397 -0.924 -1.021
C 0.430 -0.491 -1.234 -0.669
C 0.706 -1.274 0.071 -0.854
C 0.297 -0.544 1.348 -0.414
H -0.783 -0.361 1.382 0.345
H -2.764 -0.394 -1.230 0.311
H 1.470 0.970 2.432 0.316
H 0.515 -1.198 2.201 0.397
H 1.825 0.894 0.713 0.276
H 0.298 1.592 1.186 0.200
H 1.791 -1.419 0.153 0.356
H -2.218 1.717 -0.660 0.230
H -0.448 2.159 -0.978 0.353
H 1.172 0.302 -1.364 0.329
H 0.521 -1.173 -2.088 0.363
H 0.232 -2.259 0.016 0.372


two.
19
Properties=species:S:1:pos:R:3:mulliken_charge:R:1 method="wB97M-V/def2-TZVPD" orbital_gap_ev=8.2 charge=0
O 0.634 0.129 0.680 -0.536
C -1.463 0.743 -0.676 -1.297
C -2.124 -0.584 -0.437 0.047
C -0.959 -1.045 0.283 -0.037
C 1.738 -0.137 -0.167 -0.235
C -2.181 -0.807 1.060 -0.553
C 2.799 0.943 -0.028 -1.202
H 1.400 -0.208 -1.215 0.312
H 3.127 1.022 1.012 0.296
H -2.025 1.617 -0.335 0.345
H 2.396 1.914 -0.335 0.302
H -2.652 -1.720 1.425 0.254
H -0.128 0.704 0.138 0.430
H 3.668 0.715 -0.656 0.371
H 2.150 -1.114 0.118 0.295
H -2.736 -1.153 -1.137 0.337
H -0.293 -1.896 0.239 0.400
H -2.274 0.047 1.727 0.188
H -1.079 0.828 -1.695 0.283


Most stable pick: one. Distance to second place: 0.1939 hartree.